Arrangement P

Computed, not measured: the molecule C2H3NO2, with ωB97M-V/def2-TZVPD.

Cartesian coordinates (Å):
C -0.257 -0.436 0.008
C 0.879 0.271 -0.017
N 3.347 0.413 0.057
O 4.300 -0.208 -0.024
O 1.968 -0.508 0.006
H -1.184 0.065 0.002
H -0.177 -1.567 0.038
H 0.924 1.291 -0.066

## Properties
LUMO (spin up / spin down), eV: -0.743 / -0.743
E_HOMO (spin up / spin down), eV: -8.9 / -8.9
SMILES string: C=CON=O

Arrangement Q

Computed, not measured: the molecule C2H3NO2, with ωB97M-V/def2-TZVPD.

Cartesian coordinates (Å):
C 0.266 0.635 -0.080
C -0.152 -0.636 0.091
O 1.549 0.981 -0.024
N -1.506 -0.852 0.006
O -1.906 -2.006 0.160
H 1.683 1.926 -0.166
H -0.476 1.403 -0.272
H 0.542 -1.450 0.286

## Properties
LUMO, eV: -0.139
E_HOMO, eV: -8.8
SMILES string: O=N/C=C/O

Q: Which of them is the least stable? A: arrangement P.

Arrangement P

Computed, not measured: a cluster of 2 separate species, C2H3NO2 in total, with ωB97M-V/def2-TZVPD.

Cartesian coordinates (Å):
C -2.275 -0.438 -0.681
C 1.621 0.254 0.129
N -1.759 0.315 -0.014
O 0.772 -0.568 0.377
O -1.386 0.981 0.887
H -3.045 -0.856 -1.260
H 2.398 0.444 0.809
H 1.803 0.987 -0.749

## Properties
LUMO, eV: 0.930
E_HOMO, eV: -9.8
SMILES string: C#[N+][O-].C=O

Arrangement Q

Computed, not measured: a structure of composition C2H3NO2, with ωB97M-V/def2-TZVPD.

Cartesian coordinates (Å):
C 0.012 -1.037 -0.018
C 0.440 1.276 -0.095
N 1.009 0.137 -0.044
O -1.392 -0.649 -0.042
O -0.936 1.048 -0.027
H 0.302 -1.509 -0.927
H -0.013 -1.637 0.914
H 0.579 2.372 0.238

## Properties
LUMO (spin up / spin down), eV: -1.380 / -1.380
E_HOMO (spin up / spin down), eV: -10.0 / -10.0

Arrangement R

Computed, not measured: the molecule C2H3NO2, with ωB97M-V/def2-TZVPD.

Cartesian coordinates (Å):
C 0.980 0.118 0.037
C -1.140 -0.374 -0.055
H 1.279 -0.022 1.163
H 1.857 -0.034 -0.638
H -2.027 -0.935 0.145
N -1.166 0.907 -0.077
O 0.054 -0.936 -0.314
O 0.164 1.276 -0.260

## Properties
LUMO, eV: 0.914
E_HOMO, eV: -9.5
SMILES string: C1=NOCO1

Q: Which of them is the least stable? A: arrangement Q.

Arrangement P

Computed, not measured: the molecule CH2Cl2, with ωB97M-V/def2-TZVPD.

Cartesian coordinates (Å):
C -0.057 -0.050 0.143
Cl -1.172 -0.256 -1.274
Cl 1.385 0.956 -0.231
H -0.506 0.394 1.031
H 0.350 -1.044 0.332

## Properties
LUMO, eV: 0.893
E_HOMO, eV: -11.1
SMILES string: ClCCl

Arrangement Q

Computed, not measured: a structure of composition CH2Cl2, with ωB97M-V/def2-TZVPD.

Cartesian coordinates (Å):
C -0.157 0.088 0.023
Cl 1.430 0.291 0.836
Cl 0.117 -1.328 -0.927
H -1.050 -0.037 0.635
H -0.341 0.987 -0.567

## Properties
LUMO, eV: 0.950
E_HOMO, eV: -10.7

Q: Which of them is the least stable? A: arrangement Q.

Arrangement P

Computed, not measured: a structure of composition C37H53KN11O5PSe2, with ωB97M-V/def2-TZVPD.

Cartesian coordinates (Å):
K 0.974 -0.228 -0.360
N 3.390 0.747 -0.065
N 3.540 1.926 -0.803
C 2.587 2.353 -1.667
N 2.776 3.620 -2.146
N 1.569 1.617 -1.987
N 0.841 2.200 -3.047
O 0.245 1.243 -3.828
O -0.005 3.239 -2.634
H 3.149 0.941 0.921
H 4.275 0.246 -0.074
H 4.096 2.673 -0.394
H 3.711 3.994 -2.114
H 2.244 3.824 -2.978
C 4.110 -3.486 -0.361
O 3.173 -3.354 0.711
C 2.005 -2.839 0.464
O 1.626 -2.345 -0.576
H 5.098 -3.352 0.075
H 3.912 -2.746 -1.137
H 4.021 -4.488 -0.781
C -1.394 -1.250 3.938
O -1.671 -1.180 2.557
H -2.279 -0.930 4.490
H -0.553 -0.612 4.219
H -1.140 -2.277 4.236
H -0.885 -0.789 2.141
Se 0.922 -2.485 2.143
N 1.991 -2.550 3.517
C 2.550 -1.297 3.638
C 3.504 -0.897 4.548
C 3.932 0.435 4.511
C 3.435 1.287 3.556
N 2.507 0.928 2.648
C 2.052 -0.313 2.722
N 1.050 -0.737 1.898
H 3.915 -1.592 5.263
H 4.673 0.785 5.215
H 3.771 2.317 3.490
N 2.520 -1.050 -3.558
C 3.518 -0.688 -4.435
C 4.741 -0.203 -3.972
C 5.760 0.086 -4.857
C 5.585 -0.107 -6.216
C 4.373 -0.587 -6.685
C 3.352 -0.879 -5.807
H 1.592 -1.014 -3.950
H 2.566 -0.615 -2.648
H 4.871 -0.050 -2.910
H 6.700 0.463 -4.484
H 6.387 0.107 -6.906
H 4.224 -0.739 -7.743
H 2.405 -1.252 -6.169
C -4.126 2.524 -0.261
C -3.440 1.447 0.578
C -3.786 0.077 -0.009
C -3.940 1.475 2.020
P -1.525 1.462 0.587
C -1.296 1.691 -1.223
C -1.149 0.574 -1.940
C -1.031 0.699 -3.431
C -2.130 1.631 -3.900
C -2.272 2.750 -3.213
C -1.293 2.952 -2.070
C -0.896 3.038 1.429
C -1.724 4.317 1.350
C -0.730 2.619 2.896
C 0.504 3.293 0.867
H -5.204 2.366 -0.226
H -3.813 2.456 -1.300
H -3.922 3.525 0.103
H -4.862 -0.087 0.041
H -3.291 -0.706 0.564
H -3.485 0.010 -1.054
H -5.011 1.268 2.040
H -3.768 2.441 2.486
H -3.441 0.702 2.600
H -1.091 -0.409 -1.495
H -1.072 -0.263 -3.941
H -2.707 1.364 -4.767
H -2.991 3.518 -3.440
H -1.522 3.857 -1.507
H -2.685 4.207 1.846
H -1.889 4.636 0.324
H -1.185 5.117 1.858
H -1.671 2.310 3.343
H -0.333 3.450 3.478
H -0.027 1.791 2.960
H 0.486 3.603 -0.175
H 1.107 2.392 0.969
H 0.989 4.082 1.441
C -2.557 -3.995 -0.991
N -2.468 -4.073 0.439
C -1.419 -4.562 1.142
Se 0.112 -5.257 0.492
N -1.712 -4.466 2.462
C -2.943 -3.881 2.619
C -3.685 -3.547 3.738
C -4.917 -2.953 3.525
C -5.395 -2.710 2.242
C -4.664 -3.045 1.116
C -3.428 -3.634 1.323
H -1.678 -4.475 -1.422
H -2.596 -2.951 -1.313
H -3.456 -4.511 -1.334
H -1.056 -4.735 3.182
H -3.311 -3.728 4.731
H -5.520 -2.666 4.373
H -6.360 -2.242 2.122
H -5.037 -2.847 0.123

## Properties
LUMO, eV: 0.053
E_HOMO, eV: -6.3

Arrangement Q

Computed, not measured: a structure of composition C37H53KN11O5PSe2, with ωB97M-V/def2-TZVPD.

Cartesian coordinates (Å):
K -1.573 -0.966 -0.101
N -0.868 -2.597 2.314
N -1.964 -2.304 3.151
C -2.707 -1.215 2.896
N -3.919 -1.107 3.454
N -2.075 -0.244 2.202
N -2.808 0.700 1.589
O -2.194 1.299 0.682
O -3.961 0.967 1.835
H -1.196 -3.208 1.548
H -0.158 -3.078 2.854
H -2.458 -3.078 3.588
H -4.412 -1.969 3.624
H -4.472 -0.340 3.081
C -4.332 -3.602 -1.049
O -3.572 -2.050 0.592
C -3.333 -3.142 -0.003
O -2.324 -3.854 0.205
H -4.881 -2.759 -1.465
H -5.052 -4.268 -0.570
H -3.835 -4.167 -1.835
C 3.669 0.300 -2.388
O 2.810 -0.376 -1.478
H 4.457 0.850 -1.868
H 3.115 0.989 -3.025
H 4.123 -0.464 -3.015
H 2.275 0.276 -1.007
Se 1.652 -1.542 6.260
N 3.003 -0.382 6.210
C 3.142 -0.056 4.942
C 4.131 0.863 4.444
C 4.145 1.087 3.119
C 3.192 0.412 2.263
N 2.278 -0.415 2.642
C 2.237 -0.671 4.001
N 1.360 -1.511 4.508
H 4.821 1.332 5.130
H 4.858 1.762 2.667
H 3.240 0.622 1.200
N 0.495 2.196 1.524
C 0.470 3.418 2.191
C -0.281 4.482 1.694
C -0.260 5.710 2.334
C 0.508 5.907 3.474
C 1.253 4.847 3.970
C 1.238 3.614 3.339
H 0.733 1.405 2.106
H -0.343 1.990 0.996
H -0.889 4.336 0.811
H -0.854 6.522 1.936
H 0.520 6.867 3.970
H 1.852 4.976 4.863
H 1.821 2.791 3.734
C -1.292 3.118 -2.277
C -0.958 2.167 -3.435
C 0.557 1.956 -3.448
C -1.402 2.825 -4.740
P -1.784 0.552 -2.970
C -3.568 0.933 -3.181
C -4.312 1.063 -2.009
C -5.674 1.332 -2.048
C -6.318 1.464 -3.267
C -5.594 1.336 -4.446
C -4.234 1.077 -4.400
C -1.386 -0.799 -4.211
C -0.087 -1.460 -3.719
C -2.496 -1.847 -4.091
C -1.200 -0.415 -5.677
H -0.743 4.053 -2.411
H -1.017 2.697 -1.310
H -2.357 3.352 -2.243
H 1.059 2.926 -3.477
H 0.888 1.382 -4.314
H 0.893 1.433 -2.549
H -0.915 3.800 -4.831
H -2.478 2.998 -4.756
H -1.133 2.243 -5.618
H -3.827 0.972 -1.048
H -6.221 1.429 -1.120
H -7.381 1.666 -3.303
H -6.090 1.439 -5.402
H -3.691 0.988 -5.333
H -0.178 -1.871 -2.712
H 0.760 -0.776 -3.713
H 0.166 -2.293 -4.380
H -2.706 -2.112 -3.052
H -2.176 -2.760 -4.598
H -3.435 -1.515 -4.537
H -0.324 0.216 -5.823
H -2.062 0.097 -6.103
H -1.041 -1.325 -6.262
C 2.556 -4.667 2.921
N 3.184 -3.658 2.102
C 2.725 -3.233 0.894
Se 1.267 -3.826 -0.036
N 3.595 -2.283 0.468
C 4.580 -2.065 1.407
C 5.663 -1.208 1.440
C 6.466 -1.241 2.574
C 6.186 -2.102 3.636
C 5.100 -2.970 3.596
C 4.313 -2.940 2.460
H 1.897 -5.251 2.281
H 1.976 -4.207 3.724
H 3.323 -5.313 3.347
H 3.339 -1.675 -0.313
H 5.879 -0.541 0.617
H 7.324 -0.587 2.634
H 6.825 -2.097 4.507
H 4.883 -3.637 4.418

## Properties
LUMO, eV: -1.184
E_HOMO, eV: -7.3

Q: Which of them is the least stable? A: arrangement P.